No. 1
134
Properties=species:S:1:pos:R:3:mulliken_charge:R:1 method="wB97M-V/def2-TZVPD" spin_multiplicity=1 orbital_gap_ev=9.1 homo_ev=-9.6
O -5.56390 -6.24122 3.13015 -0.61
C -5.90431 -5.37789 3.88403 0.41
O -6.93575 -5.58173 4.71164 -0.27
C -7.11642 -4.58892 5.68335 0.34
C -6.11698 -3.44081 5.27033 -0.56
C -5.24985 -4.04115 4.15809 -0.40
H -7.01167 -4.85944 6.73281 -0.40
H -8.12596 -4.17613 5.62084 0.31
H -5.64249 -2.90068 6.08400 0.34
H -6.69122 -2.70390 4.70519 0.32
H -4.20986 -4.31376 4.34672 0.16
H -5.26725 -3.48076 3.22544 0.36
O -2.75582 -10.58491 15.21720 -0.50
C -1.79555 -10.01196 14.82849 0.27
O -0.53912 -10.54126 14.95477 -0.40
C 0.45544 -9.53545 14.84659 -0.51
C -0.23448 -8.42721 14.03152 -0.41
C -1.71167 -8.69312 14.02985 0.78
H 1.31881 -9.88035 14.28227 0.36
H 0.73929 -9.21501 15.84989 0.21
H 0.27814 -8.27146 13.08182 0.17
H -0.00711 -7.48559 14.54764 0.37
H -2.17477 -8.89216 13.06626 0.30
H -2.25169 -7.98766 14.66033 -0.52
O -7.80063 -8.26443 9.27701 -0.45
C -7.94135 -8.52159 8.09933 0.10
O -7.59114 -7.67291 7.14841 -0.04
C -7.66402 -8.27005 5.82630 -0.34
C -8.53666 -9.52028 6.04439 -0.73
C -8.33887 -9.85089 7.55563 -0.44
H -6.70413 -8.63744 5.46749 0.23
H -8.12361 -7.55962 5.15004 0.31
H -8.20589 -10.37324 5.45729 0.36
H -9.58964 -9.26963 5.93805 0.33
H -7.55670 -10.55612 7.83583 0.29
H -9.29609 -10.20968 7.92439 0.34
O -7.26707 -9.14287 17.45064 -0.56
C -7.59799 -8.07054 17.06823 0.35
O -8.23690 -7.15752 17.83158 -0.43
C -8.68102 -6.02763 17.08220 -0.40
C -8.65777 -6.50752 15.60058 -0.46
C -7.63552 -7.60116 15.62491 0.78
H -8.05691 -5.18092 17.38554 0.15
H -9.68405 -5.72326 17.38184 0.34
H -8.36711 -5.73468 14.88500 0.22
H -9.68478 -6.75135 15.32911 0.31
H -6.70004 -7.17519 15.25807 -0.30
H -7.90484 -8.45309 15.00298 0.01
O -0.50376 -9.03780 9.23407 -0.62
C -1.59019 -8.77916 8.80039 0.38
O -2.70788 -9.43097 9.17152 -0.42
C -3.89454 -8.68690 8.77024 0.44
C -3.37144 -8.13849 7.42874 -0.24
C -1.97763 -7.70729 7.78824 0.17
H -3.93486 -7.88620 9.50944 -0.42
H -4.77600 -9.31564 8.75885 0.26
H -4.04450 -7.34293 7.08854 0.06
H -3.48250 -8.88576 6.64284 0.39
H -1.93197 -6.77186 8.35211 -0.40
H -1.20665 -7.75847 7.02248 0.41
O -1.05186 -3.56987 12.28820 -0.63
C -0.54561 -4.29789 11.47150 0.44
O 0.24035 -3.79740 10.50849 -0.41
C 0.70363 -4.84651 9.65962 -0.19
C 0.70466 -6.05171 10.60468 -0.60
C -0.55480 -5.80965 11.39264 1.13
H 1.70571 -4.65097 9.28578 0.42
H 0.07832 -5.08604 8.79410 -0.01
H 1.62693 -6.03243 11.18924 0.35
H 0.71506 -7.02621 10.11098 0.30
H -0.61933 -6.29055 12.36478 -0.34
H -1.48730 -6.04327 10.86462 -0.47
O -5.92522 -11.35248 14.79837 -0.56
C -6.21349 -10.83664 13.76724 0.39
O -7.43908 -10.29680 13.51391 -0.42
C -7.49622 -9.75790 12.16146 -0.07
C -6.24821 -10.23085 11.47296 0.58
C -5.31780 -10.61695 12.57917 0.13
H -7.55477 -8.66942 12.05102 -0.29
H -8.49822 -10.03171 11.82556 0.40
H -5.94203 -9.45296 10.77671 -0.70
H -6.37358 -11.14808 10.88843 0.58
H -4.58026 -9.86550 12.88340 -0.51
H -4.68181 -11.44839 12.28004 0.50
O -5.32097 -7.24496 11.85563 -0.25
S -4.98838 -5.85428 11.93425 0.76
O -3.98082 -5.35021 11.02665 -0.30
O -6.36817 -4.91907 11.87062 -0.43
C -7.27003 -5.38431 10.87526 0.39
C -7.00749 -4.73397 9.52514 -1.30
C -4.64207 -5.30806 13.66526 -0.69
H -8.30364 -5.14551 11.13691 0.35
H -7.31405 -6.46786 10.73563 -0.34
H -7.70268 -5.05294 8.74693 0.47
H -6.01031 -5.00993 9.16824 0.23
H -7.03645 -3.64204 9.54148 0.42
H -5.60477 -5.44360 14.15584 0.14
H -4.43781 -4.24212 13.68276 0.47
H -3.88445 -5.97038 14.07054 -0.03
O -2.09064 0.03621 9.58000 -0.62
S -3.31849 -0.58032 10.00495 1.12
O -4.54417 0.12727 9.92245 -0.63
O -3.62088 -1.98990 9.27415 -0.23
C -2.52925 -2.90376 9.01958 0.52
C -2.65738 -3.29482 7.54462 -1.44
C -3.00489 -1.21774 11.67910 -0.77
H -2.56972 -3.72813 9.73116 -0.46
H -1.62703 -2.32310 9.22726 0.68
H -2.89740 -2.36283 7.03541 0.44
H -3.50281 -3.97005 7.40284 0.12
H -1.75462 -3.75186 7.14274 0.41
H -3.06953 -0.34217 12.33407 0.51
H -1.98781 -1.58783 11.67530 0.27
H -3.84152 -1.80090 12.05529 0.07
O -2.24045 -7.16841 20.13215 -0.63
S -2.95544 -7.20741 18.89862 1.20
O -3.95636 -8.23567 18.70593 -0.58
O -3.69397 -5.76638 18.77121 -0.38
C -4.44552 -5.51249 17.57885 1.09
C -4.85434 -4.08293 17.61882 -1.52
C -1.71502 -7.13705 17.56071 -0.61
H -5.29804 -6.19678 17.51534 0.18
H -3.89426 -5.76634 16.66530 -0.48
H -4.08085 -3.36480 17.89868 0.41
H -5.62426 -3.90810 18.37406 0.34
H -5.22433 -3.72934 16.65333 0.33
H -0.96904 -6.43232 17.91580 0.40
H -2.11385 -6.76429 16.61792 -0.06
H -1.36523 -8.14423 17.34650 0.30
C -11.87732 -3.16244 10.58549 -0.41
Br -10.09071 -3.22412 9.83196 0.09
Br -12.91742 -1.71805 9.74366 -0.04
Br -11.87741 -2.99968 12.53969 -0.01
H -12.34208 -4.09736 10.30854 0.40



No. 2
140
Properties=species:S:1:pos:R:3:mulliken_charge:R:1 method="wB97M-V/def2-TZVPD" spin_multiplicity=1 orbital_gap_ev=4.1 homo_ev=-7.1
Cd -0.13135 -1.44149 4.84497 1.12
C 3.12273 -4.65403 7.23813 -0.20
O 3.89385 -4.26942 6.13136 -0.11
O 2.01774 -3.80947 7.03695 -0.74
C 2.94772 -6.14108 7.39630 0.84
F 1.90841 -6.42513 8.23870 -0.28
F 2.78263 -6.72239 6.23111 -0.24
F 4.05975 -6.63015 7.98112 -0.27
C 5.05145 -4.96857 5.68408 -0.20
C 5.51594 -4.11253 4.51174 -1.25
H 5.86363 -3.13420 4.84354 0.29
H 6.31317 -4.57509 3.92988 0.37
H 4.69552 -3.76944 3.88143 0.30
H 4.89211 -6.00253 5.37806 0.29
H 5.84718 -5.08046 6.42055 0.29
H 3.74802 -4.27464 8.04633 0.13
C -0.60612 0.04812 0.38840 -0.24
O -1.84327 0.21083 1.05935 -0.20
O 0.14650 -0.58840 1.40408 -0.82
C -0.86377 -0.74599 -0.94919 0.87
F -1.09552 -2.11143 -0.85301 -0.28
F -1.99854 -0.32722 -1.40390 -0.26
F 0.12058 -0.58137 -1.88142 -0.27
C -2.50796 1.53820 1.12742 -0.30
C -3.93434 1.20436 1.38971 -0.94
H -4.34115 1.97751 2.04151 0.39
H -4.51361 1.25598 0.46782 0.26
H -3.94153 0.35367 2.07116 0.10
H -2.45176 2.22027 0.27905 0.35
H -2.27982 2.24821 1.92238 0.27
H -0.18297 1.04286 0.24858 0.22
C 5.06045 -6.32240 -3.70131 -0.77
O 4.93493 -7.21877 -4.84660 -0.29
C 3.53606 -7.47127 -5.26425 -0.69
C 3.41224 -8.51092 -6.25124 -0.51
O 4.18016 -8.03379 -7.27122 -0.17
C 4.33544 -9.03429 -8.37970 -0.58
C 5.42246 -8.27970 -9.20975 -0.50
O 6.74389 -8.05679 -8.48601 -0.28
C 7.73222 -7.70998 -9.41406 -0.82
H 6.02269 -6.33844 -3.18951 0.23
H 4.24398 -6.45581 -2.99161 0.31
H 4.63535 -5.42236 -4.14554 0.34
H 3.10086 -6.57100 -5.69808 0.34
H 2.91071 -7.68342 -4.39705 0.47
H 2.33681 -8.58269 -6.41371 0.30
H 3.75306 -9.42282 -5.76095 0.34
H 3.43425 -9.14555 -8.98269 0.29
H 4.56060 -10.00282 -7.93320 0.35
H 5.07774 -7.25888 -9.37459 0.28
H 5.59122 -8.74346 -10.18164 0.45
H 8.02868 -8.50756 -10.09528 0.29
H 8.52842 -7.25667 -8.82354 0.28
H 7.42014 -6.76918 -9.86749 0.34
C 2.81616 8.10144 1.82377 -0.78
O 2.74767 6.82760 1.22123 -0.34
C 2.19894 6.72574 -0.10112 -0.33
C 3.33783 7.18688 -1.09234 -0.45
O 4.20708 6.06839 -1.26452 -0.32
C 3.67703 4.98446 -1.99132 -0.50
C 4.38855 3.61626 -1.64479 -0.63
O 4.66748 3.53011 -0.23027 -0.23
C 5.75361 2.68287 0.12542 -0.82
H 2.75427 7.97782 2.90497 0.24
H 2.08577 8.87144 1.57530 0.34
H 3.76188 8.53081 1.49305 0.30
H 1.44402 7.49393 -0.26865 0.28
H 1.78930 5.72677 -0.25067 0.34
H 4.01898 7.82164 -0.52557 0.21
H 3.03807 7.80767 -1.93665 0.36
H 3.83999 5.34378 -3.00741 0.36
H 2.59417 4.92230 -1.88340 0.32
H 5.31075 3.67815 -2.22254 0.33
H 3.92079 2.67328 -1.92777 0.41
H 5.64780 1.61860 -0.08493 0.33
H 5.80999 2.65904 1.21370 0.25
H 6.69281 2.85560 -0.40011 0.32
C 1.18958 1.30211 5.41680 -0.86
O 0.06840 0.47481 5.90239 -0.14
C -0.90259 1.34816 6.43992 -0.50
C -2.11002 0.52069 6.82645 -0.81
O -2.26208 -0.45828 5.82028 -0.12
C -3.06385 -1.61451 6.18298 -0.79
C -3.15629 -2.58447 4.93826 -0.38
O -1.81619 -2.81521 4.42228 -0.13
C -1.85143 -3.83654 3.45948 -0.82
H 1.45734 2.18452 5.99797 0.32
H 0.86578 1.80245 4.50415 0.37
H 2.05434 0.68292 5.17829 0.33
H -1.26837 2.08666 5.72655 0.41
H -0.55537 1.90191 7.31222 0.39
H -3.03124 1.04915 7.07175 0.38
H -1.77082 0.03468 7.74124 0.36
H -4.03366 -1.23751 6.50770 0.38
H -2.72870 -2.27041 6.98643 0.38
H -3.81292 -2.19747 4.15907 0.37
H -3.51513 -3.56555 5.24938 0.45
H -2.72544 -3.85317 2.80838 0.31
H -1.80352 -4.82277 3.92116 0.31
H -0.94222 -3.79225 2.85991 0.29
C -0.16950 -2.64882 -8.67743 -1.08
C -1.51682 -2.73144 -9.41355 -0.24
O -1.42455 -3.36912 -10.70846 -0.29
C -1.72732 -4.66747 -10.88317 0.35
O -2.01466 -5.43172 -9.92795 -0.55
C -1.70893 -5.05569 -12.40273 0.89
F -1.47991 -6.41016 -12.38063 -0.23
F -2.90890 -4.73167 -12.83298 -0.23
F -0.81698 -4.43902 -13.21190 -0.22
H 0.65587 -2.39069 -9.34092 0.31
H 0.03839 -3.56264 -8.12082 0.29
H -0.18778 -1.84171 -7.94508 0.38
H -1.68202 -1.69418 -9.70494 0.27
H -2.39686 -2.97413 -8.81794 0.35
C -8.60224 4.83576 -2.47545 -1.31
C -8.95272 5.88507 -1.38321 0.33
C -8.48587 7.27733 -1.78359 -0.48
O -9.60733 8.09146 -1.65753 -0.32
C -10.66892 7.36729 -1.51274 0.71
O -11.83927 7.70761 -1.66491 -0.60
O -10.39176 6.10751 -1.43344 -0.36
H -9.27255 3.97687 -2.50843 0.34
H -7.54109 4.62358 -2.34491 0.37
H -8.65132 5.27024 -3.47391 0.34
H -8.59421 5.59698 -0.39498 0.35
H -8.12126 7.45157 -2.79592 0.32
H -7.66381 7.39013 -1.07677 0.31
C -4.84484 9.20408 9.78131 -1.34
C -5.02687 8.96288 8.27451 0.43
C -3.87096 8.33772 7.42182 -0.49
O -4.31415 7.16264 6.72876 -0.30
C -5.56834 6.96527 7.11087 0.64
O -6.31902 6.02599 6.95470 -0.52
O -5.86046 7.87016 8.18773 -0.36
H -5.68956 9.74501 10.20789 0.35
H -4.00093 9.85417 10.01219 0.36
H -4.92707 8.30290 10.38893 0.35
H -5.35483 9.80142 7.66017 0.30
H -3.00336 8.03385 8.00750 0.26
H -3.51342 9.12005 6.75231 0.31



Across the entries above, E takes the values -330215.908, -112557.945 eV, respectively.